1.
A structure of composition C14H16Cl5N2O3Pd. Source: the Open Molecules 2025 dataset; level of theory: ωB97M-V/def2-TZVPD.

Positions of all 41 atoms, in Å:
Pd1 0.064 -0.567 -1.113
C1 -3.677 2.720 0.220
N1 -3.258 1.334 0.044
C2 -4.142 0.324 0.626
C3 -2.195 0.955 -0.647
O1 -1.983 -0.260 -0.886
C4 -1.275 2.037 -1.236
O2 0.049 1.541 -1.443
C5 1.091 2.060 -0.612
C6 2.171 0.988 -0.401
O3 2.126 -0.114 -0.996
N2 3.171 1.277 0.416
C7 4.212 0.277 0.651
C8 3.423 2.585 1.001
H1 -4.764 2.744 0.244
H2 -3.361 3.346 -0.609
H3 -3.302 3.125 1.161
H4 -5.065 0.261 0.049
H5 -4.379 0.618 1.648
H6 -3.646 -0.640 0.625
H7 -1.245 2.939 -0.629
H8 -1.671 2.295 -2.221
H9 0.689 2.376 0.353
H10 1.532 2.924 -1.117
H11 3.814 -0.713 0.458
H12 4.535 0.353 1.687
H13 5.065 0.459 -0.005
H14 2.632 3.292 0.776
H15 4.361 2.985 0.613
H16 3.506 2.488 2.083
Cl1 0.270 -1.424 1.923
C9 0.190 -2.725 0.782
C10 0.104 -2.405 -0.563
C11 0.050 -3.431 -1.494
Cl2 -0.040 -2.992 -3.157
C12 0.073 -4.764 -1.098
Cl3 0.002 -6.017 -2.263
C13 0.155 -5.071 0.265
Cl4 0.183 -6.707 0.769
C14 0.216 -4.048 1.212
Cl5 0.320 -4.422 2.885

Summary:
E (hartree): -3306.91775
LUMO (eV): -3.236
2S+1: 1
Total charge: +1

---

2.
A structure of composition C14H16F11N4O4RuS3. Source: the Open Molecules 2025 dataset; level of theory: ωB97M-V/def2-TZVPD.

Positions of all 53 atoms, in Å:
Ru1 -0.372 -0.134 0.045
F1 -6.652 -2.986 -0.566
C1 -5.575 -2.570 0.034
C2 -4.418 -2.328 -0.733
F2 -4.445 -2.537 -2.031
C3 -3.294 -1.892 -0.096
F3 -2.178 -1.693 -0.835
C4 -3.237 -1.666 1.300
S1 -1.879 -1.070 2.092
C5 -4.424 -1.943 2.033
F4 -4.427 -1.760 3.331
C6 -5.576 -2.379 1.413
F5 -6.668 -2.616 2.103
F6 -0.751 4.085 -3.364
C7 0.298 3.756 -2.649
F7 0.871 4.822 -2.126
F8 1.177 3.089 -3.395
S2 -0.197 2.616 -1.285
O1 1.041 2.350 -0.543
O2 -0.720 1.386 -1.887
N1 -1.240 3.460 -0.518
S3 -2.046 2.796 0.672
O3 -3.224 3.511 0.973
O4 -2.130 1.336 0.508
C8 -0.928 2.965 2.147
F9 -0.305 4.126 2.142
F10 0.016 1.976 2.113
F11 -1.628 2.816 3.249
N2 3.447 1.590 0.670
C9 2.880 0.260 0.253
C10 3.166 0.003 -1.215
C11 2.376 -1.220 -1.685
N3 0.925 -0.888 -1.763
C12 2.622 -2.416 -0.768
C13 2.443 -2.120 0.720
N4 0.996 -1.915 1.017
C14 3.267 -0.897 1.149
H1 2.884 2.328 0.218
H2 4.426 1.699 0.394
H3 3.393 1.730 1.682
H4 1.807 0.398 0.375
H5 4.232 -0.199 -1.359
H6 2.909 0.876 -1.818
H7 2.724 -1.477 -2.688
H8 0.435 -1.687 -2.165
H9 0.780 -0.133 -2.432
H10 3.648 -2.757 -0.926
H11 1.988 -3.256 -1.062
H12 2.805 -2.978 1.290
H13 0.858 -1.902 2.025
H14 0.498 -2.746 0.704
H15 4.328 -1.141 1.056
H16 3.076 -0.666 2.201

Summary:
Expectation value of S²: 8.782
E (hartree): -3450.38335
LUMO (spin up / spin down) (eV): -5.519 / -8.757
2S+1: 6
Total charge: +2

---

3.
A structure of composition C14H16FeIN4O2. Source: the Open Molecules 2025 dataset; level of theory: ωB97M-V/def2-TZVPD.

Positions of all 38 atoms, in Å:
Fe1 0.903 -1.390 -1.804
C1 -3.471 -0.323 -3.130
C2 -3.139 -0.496 -1.718
N1 -4.121 -0.365 -0.842
C3 -3.854 -0.374 0.463
C4 -2.581 -0.513 1.015
C5 -2.401 -0.478 2.513
O1 -1.605 0.659 2.952
C6 -1.493 -0.570 0.129
C7 -0.150 -0.490 0.596
N2 0.965 -0.960 0.004
C8 2.235 -0.833 0.601
C9 2.287 -0.952 1.981
C10 3.483 -0.677 2.629
C11 4.647 -0.338 1.917
C12 4.556 -0.288 0.526
C13 3.375 -0.523 -0.174
I1 3.271 -0.190 -2.350
C14 -1.763 -0.709 -1.297
O2 -0.882 -0.869 -2.263
H1 -4.442 -0.802 -3.343
H2 -2.691 -0.744 -3.817
H3 -3.626 0.758 -3.402
H4 -4.721 -0.187 1.072
H5 -1.929 -1.411 2.849
H6 -3.423 -0.413 2.963
H7 -1.260 0.459 3.846
H8 0.056 0.032 1.524
H9 1.387 -1.207 2.511
H10 3.517 -0.683 3.704
H11 5.576 -0.166 2.437
H12 5.412 -0.026 -0.049
N3 1.592 2.736 -1.647
N4 0.678 1.981 -2.448
H13 1.134 3.445 -1.057
H14 2.323 3.117 -2.274
H15 -0.134 2.561 -2.767
H16 0.289 1.227 -1.850

Summary:
Expectation value of S²: 8.785
E (hartree): -2473.28637
LUMO (spin up / spin down) (eV): -8.236 / -10.235
2S+1: 6
Total charge: +2

---

4.
An isolated molecule of C14H16N2O4S. Source: the Open Molecules 2025 dataset; level of theory: ωB97M-V/def2-TZVPD.

Positions of all 37 atoms, in Å:
C1 0.369 -4.244 3.575
H1 -0.378 -4.864 4.062
H2 0.765 -3.502 4.271
H3 1.197 -4.856 3.209
O1 -0.291 -3.606 2.493
C2 0.483 -2.824 1.720
O2 1.664 -2.660 1.924
C3 -0.298 -2.218 0.646
C4 -1.662 -2.348 0.407
C5 -1.956 -1.576 -0.713
C6 -0.769 -0.997 -1.125
N1 0.230 -1.384 -0.302
C7 1.621 -1.044 -0.429
H4 2.183 -1.905 -0.797
H5 2.025 -0.773 0.545
H6 1.725 -0.216 -1.126
S1 -0.648 0.124 -2.493
O3 -1.030 -0.546 -3.697
O4 0.624 0.796 -2.495
N2 -1.910 1.168 -2.137
H7 -2.017 1.797 -2.920
C8 -1.871 1.845 -0.848
C9 -0.544 2.486 -0.536
C10 0.255 1.990 0.484
C11 1.496 2.546 0.738
C12 1.951 3.604 -0.029
C13 1.156 4.110 -1.043
C14 -0.086 3.556 -1.293
H8 -0.702 3.952 -2.088
H9 1.506 4.937 -1.643
H10 2.923 4.033 0.163
H11 2.111 2.149 1.532
H12 -0.099 1.163 1.085
H13 -2.670 2.592 -0.848
H14 -2.108 1.091 -0.092
H15 -2.904 -1.438 -1.191
H16 -2.340 -2.937 0.991

Summary:
E (hartree): -1351.73001
LUMO (eV): 0.476
2S+1: 1
Total charge: 0

---

5.
A cluster of 2 separate species, C14H16O in total. Source: the Open Molecules 2025 dataset; level of theory: ωB97M-V/def2-TZVPD.

Positions of all 31 atoms, in Å:
C1 -1.700 -1.285 -3.183
C2 0.769 -3.281 -0.437
C3 0.592 -3.950 -1.713
C4 0.031 -2.148 -0.026
C5 -0.062 -3.127 -2.672
C6 -0.612 -1.411 -1.025
C7 -0.638 -1.892 -2.290
H1 1.437 -3.654 0.495
H2 1.041 -4.873 -1.923
H3 0.369 -1.713 1.042
H4 -0.148 -3.533 -3.684
H5 -1.220 -0.523 -0.748
H6 -1.916 -0.124 -2.886
H7 -2.687 -1.512 -2.947
H8 -1.747 -1.330 -4.281
C8 -0.309 2.514 3.961
C9 0.145 2.387 2.497
C10 0.963 1.297 2.217
C11 -0.251 3.324 1.552
C12 1.313 1.005 0.910
C13 -0.013 3.087 0.193
C14 0.827 1.948 -0.093
O1 1.078 1.709 -1.435
H9 0.724 2.785 4.467
H10 -0.349 1.494 4.356
H11 1.292 0.664 3.129
H12 -0.572 4.363 1.848
H13 1.866 0.054 0.792
H14 -0.346 3.777 -0.658
H15 1.153 0.682 -1.590
H16 -1.029 3.266 4.132

Summary:
E (hartree): -618.19602
LUMO (eV): 0.803
2S+1: 1
Total charge: 0

---

6.
A cluster of 2 separate species, C14H16O in total. Source: the Open Molecules 2025 dataset; level of theory: ωB97M-V/def2-TZVPD.

Positions of all 31 atoms, in Å:
C1 1.615 -0.869 -1.018
C2 1.256 -0.752 1.407
C3 1.997 -0.219 0.317
C4 1.414 -0.241 2.675
C5 3.000 0.681 0.487
C6 2.325 0.850 2.765
C7 3.220 1.220 1.780
O1 2.541 1.323 4.035
H1 0.641 -1.636 1.342
H2 0.956 -0.510 3.616
H3 0.610 -1.265 -1.104
H4 2.343 -1.656 -1.254
H5 3.464 1.127 -0.393
H6 4.168 1.669 2.051
H7 3.286 1.901 4.164
H8 1.754 -0.129 -1.829
C8 -3.706 -1.392 -2.404
C9 -0.940 1.094 -0.211
C10 -1.077 1.250 -1.608
C11 -1.722 0.161 0.401
C12 -2.030 0.473 -2.235
C13 -2.553 -0.777 -0.252
C14 -2.748 -0.538 -1.605
H9 -0.307 1.801 0.322
H10 -0.485 1.979 -2.133
H11 -1.858 0.096 1.481
H12 -2.114 0.521 -3.320
H13 -3.204 -1.367 0.376
H14 -4.402 -0.741 -2.939
H15 -4.323 -2.076 -1.813
H16 -3.123 -1.977 -3.101

Summary:
E (hartree): -618.27425
LUMO (eV): 0.885
2S+1: 1
Total charge: 0

---

7.
A cluster of 2 separate species, C14H16O in total. Source: the Open Molecules 2025 dataset; level of theory: ωB97M-V/def2-TZVPD.

Positions of all 31 atoms, in Å:
C1 -0.350 -2.664 -1.443
C2 1.899 -3.794 1.354
C3 0.978 -3.859 0.280
C4 2.403 -2.598 1.827
C5 0.506 -2.635 -0.170
C6 1.895 -1.395 1.346
C7 0.914 -1.406 0.379
H1 2.144 -4.718 1.874
H2 0.737 -4.830 -0.099
H3 3.258 -2.709 2.478
H4 2.489 -0.523 1.589
H5 -1.239 -2.047 -1.325
H6 -0.683 -3.684 -1.632
H7 0.605 -0.514 -0.142
H8 0.210 -2.317 -2.299
C8 -2.394 1.106 1.827
C9 -0.747 1.456 -1.477
C10 -0.189 2.748 -1.489
C11 -1.539 1.004 -0.454
C12 -1.609 1.817 0.729
C13 -0.301 3.502 -0.354
C14 -1.032 3.051 0.770
O1 0.081 3.412 -2.670
H9 -0.693 1.022 -2.478
H10 -2.073 0.069 -0.439
H11 0.095 4.509 -0.296
H12 0.727 2.928 -3.167
H13 -3.317 0.685 1.427
H14 -2.704 1.735 2.662
H15 -1.106 3.812 1.530
H16 -1.811 0.315 2.310

Summary:
E (hartree): -618.27275
LUMO (eV): 0.777
2S+1: 1
Total charge: 0

---

8.
An isolated molecule of C14H16O7. Source: the Open Molecules 2025 dataset; level of theory: ωB97M-V/def2-TZVPD.

Positions of all 37 atoms, in Å:
C1 -0.259 2.496 1.167
C2 -1.384 2.339 0.046
O1 -2.583 2.338 0.409
O2 -0.949 2.179 -1.298
C3 -1.636 1.053 -1.938
C4 -1.261 0.895 -3.484
C5 0.331 0.787 -3.761
C6 0.897 -0.732 -3.557
O3 2.095 -0.797 -2.737
C7 1.807 -0.867 -1.364
O4 0.743 -1.248 -0.836
O5 2.904 -0.508 -0.478
O6 2.849 -1.334 0.609
C8 2.502 -0.563 1.794
O7 3.218 0.380 2.220
C9 1.142 -1.009 2.517
C10 0.403 -0.059 3.494
C11 -0.928 -0.565 4.111
C12 -1.542 -1.967 3.807
C13 -0.788 -2.930 2.857
C14 0.534 -2.429 2.225
H1 0.445 1.580 1.118
H2 -0.732 2.473 2.220
H3 0.355 3.449 1.029
H4 -2.769 1.240 -1.881
H5 -1.403 0.104 -1.348
H6 -1.848 0.011 -3.904
H7 -1.609 1.863 -4.014
H8 0.936 1.555 -3.173
H9 0.461 1.072 -4.876
H10 1.224 -1.059 -4.617
H11 0.069 -1.460 -3.254
H12 0.830 0.987 3.699
H13 -1.484 0.127 4.826
H14 -2.533 -2.305 4.262
H15 -1.163 -3.988 2.603
H16 1.126 -3.108 1.509

Summary:
E (hartree): -1069.45441
LUMO (eV): -0.710
2S+1: 1
Total charge: 0

---

9.
A structure of composition C14H17Cl2F9IrO3. Source: the Open Molecules 2025 dataset; level of theory: ωB97M-V/def2-TZVPD.

Positions of all 46 atoms, in Å:
C1 -0.785 0.892 -2.312
C2 -1.574 -0.240 -2.221
C3 -0.803 -1.310 -1.636
C4 -2.987 -0.355 -2.657
C5 0.511 -0.915 -1.531
C6 0.627 0.570 -1.861
C7 1.771 1.020 -2.698
C8 -1.188 2.163 -2.924
C9 -1.317 -2.664 -1.351
C10 1.673 -1.776 -1.340
Ir1 0.927 1.388 0.072
Cl1 -2.564 0.559 0.789
Cl2 -0.802 2.736 0.626
O1 2.589 0.512 0.458
H1 -3.546 0.567 -2.443
H2 -3.511 -1.170 -2.146
H3 -3.114 -0.552 -3.735
H4 -2.179 -2.635 -0.674
H5 -0.550 -3.276 -0.862
H6 -1.639 -3.225 -2.240
H7 1.464 -2.647 -0.710
H8 2.443 -1.196 -0.823
H9 2.092 -2.152 -2.295
H10 2.662 0.478 -2.377
H11 1.943 2.079 -2.494
H12 1.606 0.846 -3.774
H13 -2.092 2.524 -2.431
H14 -1.377 2.135 -4.004
H15 -0.383 2.872 -2.743
H16 2.358 0.040 1.336
O2 1.758 2.923 -0.666
H17 2.709 2.843 -0.465
F1 1.872 -2.024 3.544
C11 1.646 -0.714 3.807
F2 1.776 -0.518 5.144
F3 2.650 -0.006 3.215
C12 0.241 -0.169 3.141
O3 0.301 -0.017 1.841
C13 -0.931 -1.231 3.713
F4 -0.855 -1.403 5.078
F5 -2.160 -0.777 3.426
F6 -0.794 -2.453 3.158
C14 -0.069 1.244 3.873
F7 -0.015 1.187 5.232
F8 0.882 2.129 3.448
F9 -1.265 1.719 3.514

Summary:
Expectation value of S²: 8.773
E (hartree): -2692.77486
LUMO (spin up / spin down) (eV): 4.793 / 4.477
2S+1: 6
Total charge: -2

---

10.
A structure of composition C14H17ClF10IrN2O2Sb. Source: the Open Molecules 2025 dataset; level of theory: ωB97M-V/def2-TZVPD.

Positions of all 48 atoms, in Å:
Ir1 0.225 0.682 0.035
C1 2.425 1.529 2.281
C2 1.542 0.331 2.596
N1 0.126 0.407 2.064
C3 -0.572 1.485 2.846
C4 -2.065 1.641 2.619
C5 -0.588 -0.898 2.213
C6 -0.101 -1.912 1.199
N2 -0.173 -1.243 -0.097
C7 -0.037 -1.821 -1.297
C8 0.203 -0.983 -2.420
F1 0.306 0.365 -2.210
C9 0.400 -1.468 -3.676
F2 0.647 -0.639 -4.673
C10 0.353 -2.844 -3.903
C11 0.133 -3.696 -2.836
F3 0.102 -5.004 -3.029
C12 -0.053 -3.216 -1.556
F4 -0.243 -4.070 -0.566
H1 3.454 1.235 2.479
H2 2.185 2.393 2.899
H3 2.397 1.842 1.237
H4 1.446 0.237 3.680
H5 1.997 -0.580 2.217
H6 -0.040 2.406 2.619
H7 -0.397 1.249 3.899
H8 -2.344 1.627 1.570
H9 -2.366 2.603 3.034
H10 -2.643 0.876 3.135
H11 -1.640 -0.694 2.020
H12 -0.490 -1.265 3.237
H13 -0.687 -2.826 1.257
H14 0.947 -2.194 1.352
H15 0.498 -3.237 -4.900
Cl1 -3.456 3.177 -1.942
C13 -1.976 3.739 -1.166
C14 -1.151 2.622 -0.620
O1 0.017 2.823 -0.190
O2 -1.574 1.411 -0.526
H16 -2.232 4.401 -0.339
H17 -1.374 4.299 -1.878
F5 2.076 -0.318 -0.225
Sb1 4.016 -0.933 -0.541
F6 4.068 -1.045 1.336
F7 3.145 -2.605 -0.543
F8 5.741 -1.518 -0.854
F9 3.520 -0.755 -2.344
F10 4.392 0.895 -0.432

Summary:
Expectation value of S²: 0.792
E (hartree): -2606.93061
LUMO (spin up / spin down) (eV): -4.348 / -6.461
2S+1: 2
Total charge: +1

---

11.
An isolated molecule of C14H17ClN4O4S. Source: the Open Molecules 2025 dataset; level of theory: ωB97M-V/def2-TZVPD.

Positions of all 41 atoms, in Å:
C1 4.391 3.102 -2.368
C2 4.032 3.066 -0.891
H1 4.758 2.483 -0.321
H2 3.962 4.081 -0.488
O1 2.781 2.402 -0.683
C3 1.672 3.121 -0.798
O2 1.626 4.300 -1.025
C4 0.445 2.262 -0.582
H3 -0.278 2.431 -1.380
H4 -0.029 2.513 0.367
S1 0.902 0.504 -0.549
C5 -0.675 -0.136 -0.224
N1 -1.752 0.603 0.004
C6 -2.742 -0.293 0.212
C7 -2.261 -1.591 0.109
N2 -0.919 -1.464 -0.183
C8 0.036 -2.536 -0.335
C9 0.882 -2.666 0.895
C10 2.199 -2.522 0.958
C11 3.022 -2.650 2.193
H5 3.564 -1.724 2.376
H6 3.755 -3.447 2.075
H7 2.391 -2.871 3.049
Cl1 3.132 -2.172 -0.461
H8 0.342 -2.883 1.805
H9 0.660 -2.330 -1.209
H10 -0.539 -3.453 -0.490
C12 -3.105 -2.733 0.273
O3 -2.815 -3.909 0.198
N3 -4.409 -2.318 0.550
C13 -4.937 -1.044 0.664
O4 -6.108 -0.866 0.908
N4 -4.045 -0.008 0.483
C14 -4.489 1.364 0.575
H11 -3.959 1.871 1.381
H12 -5.559 1.353 0.775
H13 -4.285 1.881 -0.362
H14 -5.087 -3.061 0.682
H15 3.663 3.696 -2.915
H16 5.373 3.548 -2.493
H17 4.403 2.094 -2.775

Summary:
E (hartree): -1922.13132
LUMO (eV): 0.487
2S+1: 1
Total charge: 0

---

12.
An isolated molecule of C14H17ClN4OS. Source: the Open Molecules 2025 dataset; level of theory: ωB97M-V/def2-TZVPD.

Positions of all 38 atoms, in Å:
C1 -3.113 -1.959 -0.065
C2 -1.967 -2.406 0.867
C3 -0.594 -1.662 0.619
H1 -0.040 -2.053 1.451
H2 -0.832 -0.844 0.490
C4 -0.156 -2.283 -0.621
C5 1.170 -1.753 -0.615
N1 1.585 -0.523 -1.563
C6 2.868 -0.376 -1.260
N2 3.446 -1.381 -0.391
N3 2.286 -1.913 -0.119
H3 2.329 -2.823 0.359
S1 3.872 0.794 -1.842
C7 3.927 1.938 -0.087
H4 4.611 1.337 0.404
H5 4.184 2.828 -0.218
C8 2.584 1.737 0.622
O1 2.423 1.714 1.850
N4 1.618 2.215 -0.347
C9 0.119 2.076 0.114
C10 -0.411 2.130 1.196
C11 -1.848 2.140 1.644
C12 -2.605 1.968 0.484
C13 -2.139 1.796 -0.678
C14 -0.718 2.004 -1.321
H6 -0.239 1.753 -2.088
Cl1 -3.130 1.304 -2.194
H7 -3.626 1.950 0.556
H8 -2.204 2.090 2.601
H9 0.340 2.236 2.189
H10 1.754 2.190 -1.322
H11 -0.080 -3.311 -0.837
H12 -0.656 -1.793 -1.495
H13 -2.042 -3.612 0.825
H14 -2.498 -2.184 1.873
H15 -4.098 -2.157 0.155
H16 -3.205 -0.869 -0.351
H17 -2.918 -2.297 -0.880

Summary:
E (hartree): -1695.82583
LUMO (eV): -0.526
2S+1: 1
Total charge: 0

---

no.,maximum force (eV Å⁻¹)
1,0.6
2,0.6
3,3.9
4,1.0
5,5.2
6,3.3
7,2.9
8,5.6
9,4.6
10,2.0
11,1.4
12,18.5